Record 1
Molecular formula: C2H8OS2
Method: DFT, ωB97M-V/def2-TZVPD

Computed properties:
Energy relative to the best compared isomer or geometry (same formula, charge and spin) ... 1.094 eV
SMILES ... CCO.SS
Gap between HOMO and LUMO ... 8.927 eV

Element x y z (Å)
C1 0.91139 0.40430 0.51776
C2 0.61375 1.42735 1.59037
O1 1.81925 2.15150 1.87705
H1 0.03471 0.26226 -0.11470
H2 1.11921 -0.58507 0.89884
H3 1.71826 0.76428 -0.10646
H4 -0.13857 2.12619 1.24666
H5 0.26370 0.92006 2.48828
H6 1.83109 2.37799 2.81821
S1 -3.09369 -3.08187 -3.01669
S2 -1.82974 -2.13332 -1.62623
H7 -2.26331 -3.05129 -4.06443
H8 -0.98605 -1.58239 -2.50866

natural (NBO) atomic charge list, values in e, 8 entries: C -0.63; C -0.06; O -0.73; H 0.20; H 0.21; H 0.22; H 0.16; H 0.16

Record 2
Molecular formula: H4O2
Method: DFT, ωB97M-V/def2-TZVPD

Computed properties:
Energy relative to the best compared isomer or geometry (same formula, charge and spin) ... 0.239 eV
SMILES ... O.O
Gap between HOMO and LUMO ... 11.451 eV

Element x y z (Å)
O1 1.14203 0.30849 -1.05482
H1 1.13979 1.23781 -1.28445
H2 0.68517 0.22175 -0.22108
O2 -0.92378 -0.31431 0.58547
H3 -1.18408 -0.10598 1.49551
H4 -0.85913 -1.34776 0.47937

In elementary charge units, the natural (NBO) charges are: O -0.96; H 0.46; H 0.49; O -0.96; H 0.48; H 0.49

Number 1 is which compound?
C2H8OS2

Which value of energy relative to the best compared isomer or geometry (same formula, charge and spin) does entry 1 give?
1.094 eV